32
Properties=species:S:1:pos:R:3:forces:R:3 method="wB97M-V/def2-TZVPD" max_force_ev_per_a=2.1 molar_mass_g_mol=377.46 total_charge=-1 orbital_gap_ev=5.467 e_homo_ev=-4.39
Cl -2.821068 4.213944 -0.207732 0.3 -0.2 -0.2
B -2.138772 3.237659 -1.612917 -0.7 -0.6 -0.7
Cl -3.309840 1.880102 -2.184355 0.2 0.7 0.2
Cl -1.710132 4.303291 -3.089603 0.1 -0.1 0.3
O -0.881405 2.538092 -1.135104 1.0 -0.7 -0.2
C -0.151080 1.741897 -1.819682 -0.5 0.7 -0.1
C 1.165658 1.348731 -1.326585 0.3 0.0 0.3
C 2.045637 0.644703 -2.193505 -0.9 0.2 0.7
C 3.256217 0.187526 -1.697477 -0.1 0.1 -0.3
C 3.611113 0.478902 -0.381751 -0.1 0.1 0.1
C 2.788844 1.238342 0.462806 -0.1 0.1 -0.3
C 1.569230 1.710304 -0.010542 -0.2 -0.6 -0.8
H -0.394774 1.548183 -2.878600 -0.1 0.0 0.6
H 1.733540 0.422640 -3.218441 0.0 0.0 0.4
H 3.905722 -0.391078 -2.367044 -0.2 0.3 0.5
H 4.559771 0.123144 -0.010870 0.1 -0.1 0.1
H 3.094469 1.469796 1.484145 0.0 -0.1 -0.3
H 0.892760 2.316637 0.597355 0.3 -0.3 -0.2
S -1.418331 -0.980584 -1.860662 0.3 0.3 -1.3
C -1.406224 -1.644335 -0.323363 0.3 -0.3 2.0
C -2.414360 -1.266622 0.641451 0.8 -0.3 -0.3
C -2.274811 -1.562919 1.977406 0.3 -0.5 0.6
C -1.157658 -2.301961 2.448152 0.0 0.3 -1.3
N -0.987593 -2.574671 3.841118 0.2 -0.3 1.4
O 0.030298 -3.217355 4.204456 -1.6 1.0 -0.4
O -1.855428 -2.161509 4.649193 1.4 -0.7 -1.2
C -0.192717 -2.748019 1.506309 -0.4 -0.2 0.8
C -0.330721 -2.478610 0.164288 -0.7 0.6 0.0
H -3.259904 -0.684945 0.287954 0.1 0.0 0.1
H -3.011398 -1.238636 2.709183 0.1 0.0 -0.2
H 0.654331 -3.313140 1.890466 -0.2 0.1 -0.2
H 0.408628 -2.839510 -0.546050 -0.1 0.2 0.1